1.
# C39H59N8O8P2S2SiZr

C39H59N8O8P2S2SiZr as an isolated structure (the ωB97M-V functional and the def2-TZVPD basis, the Open Molecules 2025 dataset).

multiplicity = 1
E_HOMO = -0.354 Ha
orbital gap = 0.2844 Ha
net charge = +1

Positions of all 120 atoms, in Å:
Zr 1.059 0.137 -0.280
O 2.754 -1.997 0.121
C 3.766 -1.670 1.049
C 3.450 -0.520 1.971
C 4.363 -0.210 2.966
C 4.022 0.713 3.936
C 2.766 1.290 3.885
C 1.935 0.971 2.830
N 2.262 0.092 1.865
H 1.863 -1.921 0.547
H 4.671 -1.436 0.484
H 3.980 -2.543 1.676
H 5.323 -0.709 2.990
H 4.715 0.964 4.728
H 2.437 1.992 4.636
H 0.958 1.420 2.749
N 3.573 -1.389 -2.803
C 2.769 -0.223 -3.341
C 3.184 0.174 -4.740
P 2.869 1.149 -2.060
O 3.894 2.141 -2.467
O 1.406 1.576 -1.868
O 3.146 0.289 -0.803
P 1.024 -0.800 -3.209
O 1.235 -2.196 -4.030
O -0.051 0.001 -3.803
O 0.912 -1.241 -1.738
H 4.542 -1.347 -3.113
H 3.142 -2.271 -3.097
H 3.521 -1.295 -1.762
H 4.137 0.705 -4.729
H 2.430 0.853 -5.138
H 3.240 -0.693 -5.400
H 3.776 3.664 -1.511
H 0.407 -2.471 -4.453
C -3.161 0.488 -4.329
C -3.254 0.780 -2.834
N -2.419 1.894 -2.381
C -2.673 3.184 -3.024
C -1.617 3.520 -4.081
C -1.439 1.772 -1.479
C -0.928 3.046 -0.862
N -0.981 0.623 -1.042
H -3.740 -0.408 -4.555
H -2.124 0.317 -4.606
H -3.567 1.305 -4.925
H -2.985 -0.116 -2.279
H -4.286 1.034 -2.576
H -2.723 3.972 -2.272
H -3.657 3.130 -3.488
H -0.617 3.299 -3.709
H -1.673 4.573 -4.359
H -1.770 2.919 -4.976
H -0.491 3.714 -1.601
H -0.158 2.824 -0.133
H -1.743 3.556 -0.349
H -1.326 -0.159 -1.589
C 0.766 7.618 -0.023
C 1.683 6.516 -0.441
C 2.592 6.716 -1.504
C 3.388 5.664 -1.838
N 3.314 4.519 -1.144
C 2.422 4.351 -0.121
S 2.393 2.893 0.724
N 1.606 5.371 0.209
H 1.320 8.334 0.588
H -0.052 7.222 0.572
H 0.383 8.151 -0.892
H 2.624 7.652 -2.040
H 4.094 5.695 -2.656
C -3.436 2.841 3.900
N -2.927 1.515 4.164
C -3.283 0.682 5.210
C -2.579 -0.457 5.078
N -1.789 -0.305 3.957
C -2.013 0.894 3.378
S -1.304 1.529 1.997
H -3.964 3.206 4.777
H -4.113 2.827 3.046
H -2.604 3.502 3.662
H -3.996 0.978 5.958
H -2.574 -1.349 5.678
H -1.214 -1.006 3.526
C -0.507 -4.880 3.110
C 0.381 -3.811 2.459
C 1.556 -4.577 1.825
C 0.928 -2.893 3.564
Si -0.542 -2.777 1.100
O 0.271 -1.380 0.861
C -2.361 -2.389 1.509
C -2.922 -1.261 0.905
C -4.251 -0.914 1.092
C -5.062 -1.686 1.910
C -4.534 -2.818 2.513
C -3.208 -3.169 2.302
C -0.648 -3.890 -0.434
C -1.840 -4.545 -0.752
C -1.926 -5.410 -1.833
C -0.814 -5.636 -2.630
C 0.381 -4.996 -2.333
C 0.463 -4.140 -1.246
H 0.107 -5.547 3.722
H -1.015 -5.485 2.355
H -1.257 -4.434 3.766
H 2.127 -5.080 2.611
H 2.239 -3.932 1.273
H 1.191 -5.337 1.133
H 1.632 -3.439 4.198
H 0.123 -2.535 4.213
H 1.442 -2.022 3.152
H -2.293 -0.631 0.298
H -4.653 -0.035 0.602
H -6.098 -1.415 2.069
H -5.159 -3.430 3.152
H -2.846 -4.081 2.755
H -2.717 -4.376 -0.137
H -2.859 -5.915 -2.047
H -0.878 -6.311 -3.474
H 1.255 -5.181 -2.946
H 1.408 -3.665 -1.020

2.
# C39H60Cl2GeO9Se2V

C39H60Cl2GeO9Se2V as an isolated structure (the ωB97M-V functional and the def2-TZVPD basis, the Open Molecules 2025 dataset).

multiplicity = 4
E_HOMO (alpha / beta) = -0.034 / -0.086 Ha
orbital gap (alpha / beta) = 0.1795 / 0.2312 Ha
net charge = -2

Positions of all 114 atoms, in Å:
V 0.175 0.025 1.427
O -1.155 -1.353 5.140
C -1.277 -0.519 4.102
O -0.885 -0.822 3.002
C -2.028 0.747 4.459
O -1.872 1.753 3.512
C -0.772 2.647 3.714
C 0.610 1.996 3.918
O 1.208 2.328 4.946
O 1.026 1.199 3.019
H -0.529 -2.043 4.850
H -1.741 1.059 5.469
H -3.090 0.485 4.465
H -0.973 3.277 4.584
H -0.749 3.262 2.813
C -4.156 -0.195 -4.894
C -4.792 0.346 -3.604
C -4.938 1.861 -3.749
C -6.199 -0.253 -3.461
C -3.911 -0.033 -2.416
C -3.239 0.899 -1.636
C -2.308 0.483 -0.702
Se -1.378 1.726 0.424
C -0.072 2.380 -0.824
C -0.411 3.307 -1.798
C 0.560 3.830 -2.635
C 1.889 3.478 -2.350
C 2.271 2.595 -1.357
C 1.244 1.906 -0.628
O 1.496 0.936 0.187
C 3.741 2.408 -0.964
C 4.190 0.956 -1.159
C 3.881 2.784 0.522
C 4.671 3.307 -1.777
C 0.248 4.748 -3.815
C 0.934 6.111 -3.635
C -1.254 4.991 -3.969
C 0.758 4.106 -5.114
C -1.957 -0.876 -0.507
O -0.904 -1.195 0.174
C -2.819 -1.834 -1.125
C -3.707 -1.378 -2.089
C -2.774 -3.338 -0.803
C -2.183 -3.633 0.583
C -4.199 -3.915 -0.808
C -1.936 -4.051 -1.872
H -4.768 0.064 -5.765
H -3.158 0.226 -5.030
H -4.055 -1.281 -4.853
H -5.548 2.090 -4.627
H -5.424 2.298 -2.873
H -3.966 2.343 -3.877
H -6.825 0.037 -4.313
H -6.169 -1.343 -3.421
H -6.674 0.105 -2.544
H -3.422 1.961 -1.740
H -1.449 3.607 -1.881
H 2.668 3.943 -2.944
H 3.621 0.283 -0.527
H 4.057 0.645 -2.198
H 5.248 0.852 -0.895
H 3.235 2.156 1.135
H 4.915 2.645 0.853
H 3.599 3.830 0.680
H 4.648 3.050 -2.840
H 4.412 4.364 -1.670
H 5.696 3.172 -1.421
H 0.574 6.599 -2.726
H 2.016 5.999 -3.550
H 0.725 6.764 -4.489
H -1.666 5.506 -3.098
H -1.438 5.615 -4.849
H -1.796 4.052 -4.099
H 1.840 3.966 -5.084
H 0.299 3.125 -5.257
H 0.517 4.736 -5.977
H -4.292 -2.118 -2.626
H -2.677 -3.034 1.353
H -2.328 -4.694 0.815
H -1.124 -3.410 0.633
H -4.848 -3.336 -0.148
H -4.646 -3.919 -1.805
H -4.177 -4.950 -0.454
H -0.919 -3.657 -1.883
H -1.878 -5.126 -1.669
H -2.373 -3.904 -2.864
Cl 1.506 -4.256 -0.214
C 1.764 -2.485 -0.502
Cl 2.690 -2.271 -2.005
C 2.472 -1.950 0.768
O 3.691 -2.067 0.837
O 1.662 -1.552 1.657
H 0.782 -2.044 -0.635
C 3.131 -5.680 5.910
Ge 2.765 -4.192 4.658
C 4.086 -4.392 3.254
C 0.948 -4.352 3.973
C 2.864 -2.574 5.738
Se 2.148 -0.981 4.845
C 3.746 -0.468 3.885
H 3.045 -6.653 5.419
H 2.449 -5.662 6.764
H 4.152 -5.582 6.289
H 3.842 -5.278 2.664
H 5.079 -4.524 3.692
H 4.103 -3.533 2.582
H 0.818 -5.255 3.375
H 0.223 -4.371 4.795
H 0.746 -3.486 3.334
H 3.874 -2.372 6.098
H 2.230 -2.720 6.616
H 4.020 -1.233 3.162
H 4.544 -0.270 4.599
H 3.472 0.441 3.354

3.
# C39H60ClIKLi2N7O17P2S

C39H60ClIKLi2N7O17P2S as an isolated structure (the ωB97M-V functional and the def2-TZVPD basis, the Open Molecules 2025 dataset).

multiplicity = 1
E_HOMO = -0.148 Ha
orbital gap = 0.0523 Ha
net charge = 0

Positions of all 131 atoms, in Å:
C -0.896 -1.668 1.487
O -1.262 -0.494 2.193
C -1.982 0.461 1.425
C -1.191 0.845 0.203
C -0.056 1.586 0.436
C 0.291 1.964 1.870
C 1.087 0.823 2.531
O 0.656 0.288 3.515
C 0.766 1.999 -0.628
C 2.000 2.852 -0.385
C 1.889 4.317 -0.882
C 0.581 5.021 -0.505
I 0.584 5.814 1.506
C 0.393 1.586 -1.880
Cl 1.411 2.063 -3.241
C -0.759 0.819 -2.124
N -1.027 0.450 -3.368
C -2.201 -0.255 -3.490
P -2.569 -0.736 -5.135
O -1.031 -0.930 -5.823
O -3.280 -2.158 -5.238
S -3.445 0.665 -6.175
C -3.031 -0.557 -2.393
C -4.353 -1.318 -2.650
C -5.241 -1.175 -1.414
C -5.771 0.251 -1.230
C -6.796 0.350 -0.108
N -8.090 -0.270 -0.496
C -9.176 0.459 0.068
N -10.202 0.677 -0.627
N -9.050 0.884 1.484
N -2.775 -0.263 -1.163
C -1.587 0.454 -1.053
H -0.771 -2.502 2.185
H -1.626 -1.972 0.731
H 0.080 -1.483 1.014
H -2.961 0.043 1.161
H -2.174 1.343 2.040
H 0.858 2.895 1.911
H -0.610 2.164 2.455
H 2.020 0.516 2.024
H 2.844 2.401 -0.923
H 2.298 2.839 0.662
H 2.010 4.424 -1.963
H 2.723 4.865 -0.432
H -0.305 4.392 -0.613
H 0.457 5.879 -1.163
H -0.706 -1.695 -5.299
H -2.813 -2.856 -4.731
H -4.825 -0.891 -3.538
H -4.113 -2.384 -2.774
H -4.769 -1.565 -0.511
H -6.125 -1.816 -1.565
H -6.169 0.617 -2.188
H -4.946 0.924 -0.958
H -6.375 -0.121 0.789
H -6.929 1.423 0.110
H -8.088 -1.194 -0.070
H -10.859 1.180 -0.025
H -9.717 0.301 1.986
H -9.412 1.837 1.565
O 5.248 0.644 5.856
P 3.845 0.832 5.292
O 3.845 0.737 3.777
O 3.348 2.214 5.696
O 2.948 -0.254 5.881
C 5.113 -4.722 -2.316
C 4.141 -4.047 -3.276
C 4.340 -2.533 -3.349
C 4.112 -1.784 -2.037
C 2.733 -1.966 -1.406
C 1.596 -1.446 -2.274
H 4.976 -4.371 -1.293
H 4.960 -5.803 -2.317
H 6.143 -4.528 -2.611
H 3.113 -4.289 -2.989
H 4.284 -4.464 -4.278
H 3.677 -2.125 -4.124
H 5.359 -2.326 -3.686
H 4.280 -0.716 -2.216
H 4.872 -2.088 -1.312
H 2.715 -1.426 -0.454
H 2.558 -3.019 -1.165
H 1.726 -0.391 -2.486
H 0.640 -1.571 -1.765
H 1.530 -1.983 -3.224
Li -7.775 2.769 1.416
Li 0.778 -1.442 -5.973
K -5.773 0.934 -5.576
O 0.344 -2.085 4.407
H -0.214 -1.338 4.044
H 0.034 -2.374 5.286
H 1.295 -1.839 4.422
C 7.248 -0.265 0.774
C 8.214 -1.370 1.189
C 9.184 -1.770 0.069
C 8.442 -2.273 -1.095
N 7.845 -2.668 -2.000
H 6.604 -0.584 -0.048
H 6.600 0.006 1.608
H 7.788 0.631 0.460
H 7.641 -2.243 1.507
H 8.792 -1.034 2.052
H 9.861 -2.550 0.416
H 9.785 -0.914 -0.240
C -1.121 6.714 -4.657
C -0.474 5.397 -5.016
O 0.886 5.606 -4.630
C 0.903 6.569 -3.684
O 1.857 6.845 -3.034
O -0.315 7.166 -3.568
H -2.159 6.603 -4.350
H -1.068 7.445 -5.467
H -0.880 4.561 -4.442
H -0.543 5.163 -6.076
C -0.259 -2.039 7.310
C 0.415 -0.910 7.501
C 0.181 -0.088 8.723
O 0.780 0.942 8.916
C -0.828 -0.586 9.698
C -1.494 -1.719 9.489
C -1.258 -2.534 8.275
O -1.863 -3.572 8.079
H -0.103 -2.653 6.434
H 1.154 -0.544 6.788
H -0.985 0.023 10.579
H -2.231 -2.096 10.186
N -2.987 -4.705 -1.755
O -4.151 -4.993 -1.429
O -2.748 -4.325 -2.933
O -2.063 -4.778 -0.932

4.
# C39H60F5MoN12P2

C39H60F5MoN12P2 as an isolated structure (the ωB97M-V functional and the def2-TZVPD basis, the Open Molecules 2025 dataset).

multiplicity = 3
E_HOMO (alpha / beta) = -0.323 / -0.338 Ha
orbital gap (alpha / beta) = 0.2245 / 0.2402 Ha
net charge = +1

Positions of all 119 atoms, in Å:
Mo -0.799 -0.614 -0.010
C -3.039 -4.832 -0.396
C -1.565 -4.585 -0.694
N -1.329 -3.456 -1.600
C -2.103 -3.573 -2.842
C -1.905 -4.856 -3.654
C 0.101 -3.347 -1.871
C 0.619 -2.019 -2.447
N 0.087 -0.713 -1.949
C 0.384 0.375 -2.754
C -0.325 1.596 -2.674
F -1.246 1.762 -1.718
C -0.149 2.664 -3.518
F -0.934 3.740 -3.338
C 0.794 2.668 -4.513
C 1.559 1.530 -4.593
F 2.543 1.468 -5.492
C 1.377 0.437 -3.769
F 2.276 -0.553 -3.948
H -3.130 -5.567 0.409
H -3.570 -5.228 -1.263
H -3.533 -3.907 -0.085
H -1.125 -5.510 -1.090
H -1.037 -4.357 0.231
H -1.842 -2.722 -3.468
H -3.159 -3.468 -2.598
H -0.865 -4.997 -3.953
H -2.499 -4.786 -4.568
H -2.230 -5.746 -3.111
H 0.423 -4.125 -2.571
H 0.606 -3.552 -0.942
H 0.469 -2.041 -3.525
H 1.686 -2.068 -2.276
H 0.936 3.506 -5.183
C -4.788 -3.189 2.992
N -3.440 -2.765 2.598
C -2.264 -3.218 3.128
C -1.272 -2.563 2.469
N -1.837 -1.720 1.556
C -3.145 -1.865 1.636
P -4.346 -0.622 1.023
C -3.327 0.834 1.380
N -2.037 0.950 1.100
C -1.595 2.043 1.782
C -2.633 2.599 2.472
N -3.724 1.820 2.219
C -5.084 2.039 2.736
C -3.925 -0.662 -0.737
N -2.703 -0.525 -1.233
C -2.858 -0.340 -2.581
C -4.178 -0.359 -2.898
N -4.854 -0.564 -1.722
C -6.312 -0.633 -1.565
H -4.726 -4.131 3.526
H -5.253 -2.450 3.639
H -5.408 -3.323 2.114
H -2.224 -3.974 3.902
H -0.205 -2.642 2.582
H -0.561 2.332 1.765
H -2.683 3.480 3.094
H -5.106 2.980 3.274
H -5.800 2.085 1.923
H -5.378 1.244 3.415
H -2.020 -0.220 -3.245
H -4.681 -0.244 -3.847
H -6.770 -0.683 -2.545
H -6.593 -1.514 -1.001
H -6.689 0.248 -1.050
N 0.543 0.577 0.615
P 1.985 1.174 0.521
N 3.197 0.176 -0.027
C 3.393 -1.021 0.836
C 3.784 -2.272 0.047
C 4.728 -1.949 -1.131
C 5.384 -0.594 -0.904
C 4.331 0.511 -0.915
N 2.424 1.450 2.096
C 3.831 1.730 2.453
C 3.886 2.812 3.528
C 3.254 2.284 4.830
C 2.107 1.303 4.515
C 1.454 1.621 3.178
N 2.026 2.564 -0.405
C 3.197 3.399 -0.725
C 3.310 4.641 0.157
C 2.025 5.468 0.137
C 0.838 4.569 0.481
C 0.804 3.386 -0.490
H 2.466 -1.211 1.368
H 4.167 -0.823 1.585
H 2.888 -2.783 -0.301
H 4.287 -2.945 0.747
H 4.178 -1.899 -2.070
H 5.478 -2.733 -1.243
H 6.112 -0.365 -1.683
H 5.918 -0.596 0.052
H 3.961 0.644 -1.934
H 4.830 1.435 -0.624
H 4.397 2.025 1.567
H 4.310 0.831 2.856
H 3.333 3.691 3.191
H 4.921 3.118 3.685
H 2.880 3.119 5.425
H 4.010 1.778 5.433
H 1.348 1.336 5.297
H 2.489 0.278 4.478
H 1.055 2.647 3.209
H 0.616 0.947 3.001
H 3.091 3.709 -1.771
H 4.112 2.829 -0.652
H 4.161 5.240 -0.180
H 3.516 4.325 1.182
H 1.874 5.887 -0.864
H 2.104 6.307 0.832
H -0.106 5.117 0.414
H 0.947 4.191 1.508
H 0.744 3.788 -1.507
H -0.059 2.767 -0.328
F 0.419 -2.054 0.405